Entry 1:
Computed, not measured: a cluster of 7 separate species, C22H59O9PS6 in total, with the ωB97M-V functional and the def2-TZVPD basis.

Atoms and positions in Å:
C: 0.83 1.98 -2.80
C: 2.21 2.06 -2.15
O: 2.05 2.12 -0.73
P: 3.00 1.18 0.23
C: 3.10 2.37 1.62
C: 3.40 1.72 2.99
C: 4.87 1.86 3.43
C: 5.09 2.79 4.62
C: 4.60 2.25 5.95
O: 3.18 2.31 6.04
C: 2.72 2.07 7.34
O: 1.90 0.12 0.79
C: 0.67 0.53 1.39
C: -0.33 -0.60 1.28
H: 0.08 2.14 -2.03
H: 0.65 1.01 -3.26
H: 0.68 2.76 -3.55
H: 2.81 1.18 -2.41
H: 2.75 2.95 -2.47
H: 2.17 2.95 1.63
H: 3.89 3.08 1.36
H: 3.13 0.67 2.96
H: 2.76 2.19 3.73
H: 5.46 2.24 2.59
H: 5.30 0.88 3.66
H: 6.15 2.97 4.74
H: 4.60 3.75 4.43
H: 4.93 1.21 6.08
H: 5.03 2.84 6.77
H: 3.02 2.87 8.03
H: 3.10 1.12 7.74
H: 1.63 2.02 7.30
H: 0.84 0.80 2.43
H: 0.29 1.41 0.86
H: -0.64 -0.75 0.25
H: 0.07 -1.54 1.66
H: -1.21 -0.36 1.87
C: -3.60 -4.33 2.94
S: -2.40 -4.68 1.65
O: -1.35 -3.63 1.77
C: -3.43 -4.19 0.27
H: -3.12 -4.53 3.90
H: -3.89 -3.29 2.88
H: -4.46 -4.99 2.82
H: -3.74 -3.15 0.42
H: -4.28 -4.85 0.19
H: -2.83 -4.27 -0.63
C: -4.66 -0.87 -2.06
S: -5.10 -2.24 -3.13
O: -4.41 -3.44 -2.59
C: -4.15 -1.69 -4.55
H: -5.12 -1.05 -1.09
H: -3.57 -0.84 -1.95
H: -5.03 0.07 -2.48
H: -3.10 -1.60 -4.25
H: -4.53 -0.74 -4.91
H: -4.25 -2.46 -5.31
C: 8.17 -1.36 4.01
S: 8.03 -0.06 5.25
O: 7.83 1.21 4.51
C: 9.76 -0.09 5.76
H: 7.20 -1.45 3.54
H: 8.92 -1.06 3.27
H: 8.45 -2.29 4.50
H: 10.39 0.11 4.89
H: 9.99 -1.05 6.20
H: 9.88 0.70 6.50
C: -4.19 4.18 -3.65
S: -4.00 3.38 -5.24
O: -4.78 2.10 -5.17
C: -2.27 2.93 -5.06
H: -5.23 4.48 -3.57
H: -3.93 3.47 -2.86
H: -3.54 5.05 -3.61
H: -2.16 2.31 -4.17
H: -1.67 3.84 -4.98
H: -1.99 2.37 -5.95
C: 0.87 -5.88 0.61
S: 0.28 -6.03 -1.07
O: -1.16 -6.41 -0.99
C: 1.18 -7.53 -1.49
H: 0.37 -5.02 1.06
H: 0.62 -6.79 1.16
H: 1.95 -5.71 0.61
H: 0.89 -8.32 -0.79
H: 2.25 -7.34 -1.44
H: 0.89 -7.81 -2.50
C: -8.05 3.79 -8.09
S: -8.82 4.02 -6.48
O: -8.16 5.20 -5.86
C: -8.10 2.58 -5.71
H: -8.33 4.63 -8.71
H: -6.97 3.76 -7.95
H: -8.41 2.86 -8.53
H: -7.01 2.66 -5.77
H: -8.45 1.67 -6.20
H: -8.42 2.58 -4.67

Values from the calculation:
Kohn-Sham gap (eV): 8.809
E_HOMO (eV): -8.4
Charge: 0

Entry 2:
Computed, not measured: a structure of composition C2H13N4O7Y in a non-equilibrium geometry, with the ωB97M-V functional and the def2-TZVPD basis.

Atoms and positions in Å:
Y: -21.33 4.30 4.46
O: -19.83 5.50 5.61
H: -19.17 6.09 5.25
O: -19.74 3.06 3.50
H: -19.55 2.26 3.02
O: -21.86 5.40 2.58
H: -22.06 5.01 1.73
O: -22.76 5.18 5.95
H: -23.25 4.69 6.61
O: -21.24 2.68 6.15
H: -21.67 1.87 6.41
C: -23.64 2.15 3.03
O: -23.06 2.87 3.81
N: -24.43 2.66 2.02
N: -23.55 0.79 3.12
H: -24.81 2.03 1.35
H: -24.42 3.66 1.89
H: -23.79 0.23 2.31
H: -22.85 0.44 3.75
C: -24.93 7.53 3.27
O: -26.13 7.77 3.53
N: -24.10 8.48 2.73
N: -24.34 6.33 3.49
H: -23.25 8.27 2.24
H: -24.55 9.34 2.50
H: -23.36 6.12 3.23
H: -24.92 5.64 3.92

Values from the calculation:
Kohn-Sham gap (eV): 4.815
E_HOMO (eV): -0.1
Charge: -2

Entry 3:
Computed, not measured: the molecule C2H7NO4S2 in a non-equilibrium geometry, with the ωB97M-V functional and the def2-TZVPD basis.

Atoms and positions in Å:
C: -0.03 1.96 -0.12
C: 0.95 -2.39 0.22
N: -1.31 2.13 -0.67
O: -1.97 1.08 1.74
O: 0.68 -0.57 -1.58
O: 1.88 -1.44 0.60
O: -0.89 -0.62 0.35
S: -0.58 0.55 1.42
S: -0.17 -1.55 -0.92
H: 0.65 1.60 -0.82
H: 0.17 2.94 0.36
H: 1.29 -3.33 -0.36
H: 0.55 -2.73 1.22
H: -1.65 1.52 -1.38
H: -1.99 2.10 0.17
H: 2.41 -1.25 -0.22

Values from the calculation:
Kohn-Sham gap (eV): 8.371
E_HOMO (eV): -8.3
Charge: 0

Entry 4:
Computed, not measured: the molecule C2H4S2 in a non-equilibrium geometry, with the ωB97M-V functional and the def2-TZVPD basis.

Atoms and positions in Å:
S: 1.76 0.66 0.07
C: 0.16 -0.12 -0.45
C: -0.71 -0.56 0.66
S: -1.27 0.96 -0.09
H: 1.61 1.68 -0.80
H: 0.09 -0.67 -1.45
H: -1.25 -1.34 0.28
H: -0.39 -0.60 1.77

Values from the calculation:
Kohn-Sham gap (eV): 9.599
E_HOMO (eV): -8.8
SMILES string: S[C@H]1CS1
Charge: 0

Entry 5:
Computed, not measured: the ion C9H13N2 with charge +1 in a non-equilibrium geometry, with the ωB97M-V functional and the def2-TZVPD basis.

Atoms and positions in Å:
C: -1.76 -0.02 2.07
C: -0.68 -0.37 1.35
C: 0.33 0.74 1.27
N: 0.15 1.94 0.55
C: 1.29 1.08 0.11
C: 1.22 0.59 -1.32
C: 0.42 -0.79 -1.52
C: -1.07 -0.62 -1.06
C: -0.64 -1.25 0.18
C: -0.25 -2.69 -0.15
N: 0.68 -1.51 -0.29
H: -2.35 -0.99 1.79
H: -1.90 0.57 2.89
H: 0.66 0.90 2.27
H: 0.27 2.90 0.72
H: -0.66 1.86 -0.09
H: 2.29 1.34 0.43
H: 0.80 1.45 -2.02
H: 2.23 0.39 -1.73
H: 0.77 -1.36 -2.43
H: -1.43 0.43 -1.19
H: -1.88 -1.24 -1.52
H: -0.09 -3.28 0.76
H: -0.70 -3.07 -1.10

Values from the calculation:
Kohn-Sham gap (eV): 9.735
E_HOMO (eV): -12.9
SMILES string: C=C1[C@@H]2[NH2+][C@@H]2C[C@@H]2C[C@]13CN23
Charge: +1

Entry 6:
Computed, not measured: a structure of composition C62H36Cl4IrN9, with the ωB97M-V functional and the def2-TZVPD basis.

Atoms and positions in Å:
Ir: 0.42 -0.13 0.38
Cl: 1.36 6.99 -5.77
C: 1.00 5.50 -4.96
C: 1.03 5.45 -3.58
C: 0.75 4.26 -2.93
C: 0.43 3.12 -3.67
C: 0.39 3.19 -5.05
C: 0.68 4.38 -5.71
C: 0.10 1.84 -2.96
C: 1.31 1.20 -2.38
C: 2.51 1.32 -3.17
C: 3.52 0.78 -2.46
C: 2.97 0.32 -1.22
C: 3.74 -0.32 -0.27
C: 5.21 -0.35 -0.49
C: 5.93 0.85 -0.53
C: 7.30 0.83 -0.71
C: 7.96 -0.38 -0.86
Cl: 9.67 -0.41 -1.10
C: 7.26 -1.58 -0.82
C: 5.89 -1.56 -0.62
C: 3.30 -0.96 0.93
N: 1.99 -1.09 1.25
C: 1.92 -1.69 2.48
C: 0.72 -2.07 3.20
C: 0.89 -2.85 4.44
C: 1.55 -4.08 4.43
C: 1.67 -4.83 5.58
C: 1.14 -4.34 6.77
Cl: 1.30 -5.27 8.22
C: 0.48 -3.12 6.81
C: 0.35 -2.39 5.64
C: -0.57 -1.79 2.80
C: -1.83 -2.29 3.29
C: -2.80 -1.88 2.43
C: -2.15 -1.12 1.41
N: -0.85 -1.04 1.68
C: -3.66 -0.01 -0.80
C: -2.96 0.67 -2.00
C: -3.40 1.92 -2.65
C: -2.32 2.43 -3.26
C: -1.21 1.51 -2.93
N: -1.74 0.37 -2.31
C: -4.68 -1.05 -1.24
C: -5.31 -0.92 -2.47
C: -6.30 -1.81 -2.86
C: -6.66 -2.84 -2.02
Cl: -7.88 -3.97 -2.50
C: -6.04 -2.99 -0.79
C: -5.06 -2.10 -0.41
C: 3.24 -1.93 2.95
C: 4.10 -1.48 1.98
N: 1.58 0.60 -1.21
H: 1.27 6.34 -3.01
H: 0.77 4.21 -1.85
H: 0.13 2.31 -5.63
H: 0.65 4.44 -6.79
H: 2.56 1.77 -4.14
H: 4.55 0.67 -2.77
H: 5.41 1.79 -0.42
H: 7.87 1.75 -0.74
H: 7.78 -2.52 -0.94
H: 5.34 -2.49 -0.58
H: 1.96 -4.46 3.50
H: 2.17 -5.79 5.57
H: 0.08 -2.75 7.74
H: -0.15 -1.43 5.66
H: -1.95 -2.92 4.16
H: -3.86 -2.08 2.49
H: -4.37 2.38 -2.54
H: -2.23 3.38 -3.76
H: -5.04 -0.12 -3.14
H: -6.78 -1.70 -3.82
H: -6.33 -3.81 -0.13
H: -4.57 -2.23 0.55
H: 3.49 -2.37 3.89
H: 5.18 -1.48 2.01
C: 1.22 -3.61 -2.04
C: -0.03 -4.10 -2.40
C: -1.13 -3.45 -1.93
C: -0.99 -2.29 -1.13
N: 0.24 -1.83 -0.78
C: 1.30 -2.49 -1.23
N: -2.11 -1.71 -0.76
C: -2.40 -0.52 -0.01
N: -1.47 0.64 0.11
C: -1.96 1.72 0.67
N: -1.30 2.69 1.27
C: -0.01 2.66 1.64
C: 0.42 3.82 2.34
C: 1.71 3.97 2.75
C: 2.62 2.95 2.45
C: 2.16 1.85 1.79
N: 0.87 1.66 1.40
C: -3.45 1.94 0.71
C: -3.98 2.98 1.48
C: -5.35 3.19 1.51
C: -6.20 2.36 0.79
C: -5.68 1.32 0.04
C: -4.30 1.11 0.00
H: 2.14 -4.08 -2.37
H: -0.12 -4.98 -3.03
H: -2.14 -3.76 -2.16
H: 2.27 -2.12 -0.93
H: -0.34 4.57 2.52
H: 2.02 4.86 3.29
H: 3.66 3.01 2.72
H: 2.85 1.06 1.56
H: -3.30 3.61 2.03
H: -5.75 3.99 2.11
H: -7.27 2.52 0.83
H: -6.34 0.67 -0.51

Values from the calculation:
Spin multiplicity: 2
<S²>: 0.790
Kohn-Sham gap (spin up / spin down) (eV): 5.398 / 5.108
E_HOMO (spin up / spin down) (eV): -9.9 / -9.9
Charge: +1